(1)
C27H46BaBrNP2S | ωB97M-V with the def2-TZVPD basis set

Properties
M   695.92 Da
Total energy   -130369.378 eV
Frontier orbital gap (spin up / spin down)   6.765 / 6.767 eV
Net charge   +2
Energy above the lowest of the compared OMol25 structures with the same formula, charge and spin   0.0 kcal/mol
E_HOMO (spin up / spin down)   -13.372 / -13.373 eV

Atoms and positions in Å:
N (-4.4631, -1.4437, 2.9122)
C (-4.0129, -0.3238, 3.4923)
C (-4.1511, 0.9356, 2.9048)
C (-4.7566, 1.0302, 1.6282)
C (-5.3237, -0.1446, 1.0824)
C (-5.1667, -1.3468, 1.7806)
C (-4.6132, 2.2287, 0.8287)
Ba (0.5104, 1.5513, -0.5766)
P (3.3449, -0.0569, -2.0604)
C (-4.4506, 2.1791, -0.5346)
C (-3.2517, 2.6899, -1.1831)
C (-2.8320, 2.1923, -2.4392)
C (-1.5568, 2.5200, -2.9283)
C (-0.7746, 3.3630, -2.1579)
C (-1.1828, 3.9649, -0.9862)
C (-2.4134, 3.5677, -0.4572)
Br (1.3108, 3.6114, -2.6945)
H (-4.4897, 3.1610, 1.3905)
H (-5.1918, 1.6885, -1.1658)
H (-3.6918, 1.8046, 3.3783)
H (-5.8135, -0.1452, 0.1093)
H (-3.4958, -0.4355, 4.4478)
H (-5.5951, -2.2674, 1.3723)
H (-3.4912, 1.5225, -3.0005)
H (-2.7330, 3.9182, 0.5244)
H (-1.2025, 2.1479, -3.8864)
H (-0.5597, 4.6777, -0.4455)
P (-0.4093, -1.8712, -0.2499)
C (3.7361, 1.5621, -1.2354)
C (4.8041, 2.4815, -1.8157)
H (3.9559, 1.3429, -0.1752)
H (2.8340, 2.2181, -1.2989)
H (4.7306, 3.4318, -1.2684)
H (5.8272, 2.1178, -1.6927)
H (4.5849, 2.6909, -2.8704)
C (2.8670, 0.4388, -3.7679)
C (3.9688, 0.5394, -4.8146)
H (2.3163, 1.3958, -3.7103)
H (2.1381, -0.3244, -4.0941)
H (3.5280, 0.8409, -5.7736)
H (4.7269, 1.2864, -4.5574)
H (4.4744, -0.4159, -4.9869)
C (4.8741, -1.0506, -2.2085)
C (6.2086, -0.3220, -2.0461)
H (4.8522, -1.5840, -3.1741)
H (4.7923, -1.8209, -1.4153)
H (7.0264, -1.0591, -2.0766)
H (6.3966, 0.3986, -2.8575)
H (6.2644, 0.2050, -1.0833)
C (0.6401, -3.2664, 0.3303)
C (2.1423, -3.0872, 0.1011)
H (0.2736, -4.1707, -0.1824)
H (0.4342, -3.3869, 1.4061)
H (2.6584, -4.0122, 0.3948)
H (2.3942, -2.8992, -0.9529)
H (2.5471, -2.2664, 0.7115)
C (-0.2129, -2.1278, -2.0756)
C (-1.2378, -1.3684, -2.9203)
H (-0.3082, -3.2142, -2.2306)
H (0.8190, -1.8463, -2.3513)
H (-1.2257, -1.7600, -3.9460)
H (-2.2618, -1.4919, -2.5397)
H (-1.0296, -0.2885, -2.9860)
C (-2.0804, -2.6425, -0.0361)
C (-2.3560, -3.3546, 1.2912)
H (-2.2234, -3.3445, -0.8752)
H (-2.8036, -1.8192, -0.1731)
H (-3.3862, -3.7331, 1.2800)
H (-1.6918, -4.2166, 1.4469)
H (-2.2933, -2.6784, 2.1557)
C (2.3097, -0.2130, 3.0387)
S (0.7707, 0.4401, 2.3734)
C (-0.4151, -0.3667, 3.4520)
H (2.9741, -0.4812, 2.2074)
H (2.1077, -1.0865, 3.6685)
H (2.7721, 0.5854, 3.6306)
H (0.1084, -0.8328, 4.2922)
H (-1.0968, 0.4025, 3.8355)
H (-0.9764, -1.1185, 2.8814)

Cartesian forces (eV/Å) of the 6 atoms listed first:
-0.2 0.2 0.5
-0.3 -0.1 -0.7
0.0 0.1 -0.6
-1.2 -1.3 0.4
0.5 -0.2 0.6
0.1 0.6 -0.4

***

(2)
C3H11NO4 | ωB97M-V with the def2-TZVPD basis set

Properties
M   125.12 Da
Total energy   -12969.404 eV
Frontier orbital gap   10.772 eV
Net charge   0
Energy above the lowest of the compared OMol25 structures with the same formula, charge and spin   38.2 kcal/mol
E_HOMO   -10.288 eV

Atoms and positions in Å:
C (-0.2445, 0.4728, 0.8697)
C (0.0219, -0.6899, -0.0816)
O (0.8154, -0.5370, -0.9960)
N (-0.7334, -1.8251, -0.0133)
C (-1.9321, -2.0819, 0.7606)
O (-3.0851, -1.4527, 0.2440)
H (-1.2989, 0.3816, 1.1568)
H (-0.0480, 1.3622, 0.2776)
H (0.3035, 0.5585, 1.8084)
H (-0.6052, -2.3858, -0.8374)
H (-1.8531, -1.8517, 1.8293)
H (-2.0898, -3.1370, 0.5247)
H (-3.0365, -0.5142, 0.4099)
O (2.7233, -2.5151, -1.4098)
H (2.1782, -1.7203, -1.2207)
H (2.5865, -3.2022, -0.7465)
O (1.8281, 6.2303, -1.1221)
H (2.0592, 5.9223, -0.2413)
H (2.4104, 6.9849, -1.2121)

Cartesian forces (eV/Å) of the 6 atoms listed first:
-0.8 -0.6 0.0
0.1 0.7 0.0
0.2 -0.1 0.2
0.3 0.7 0.6
-0.1 -0.3 -1.0
-0.1 -0.3 -0.1

***

(3)
C4H12N2O | ωB97M-V with the def2-TZVPD basis set

Properties
M   104.15 Da
Total energy   -9369.662 eV
Frontier orbital gap   10.157 eV
Net charge   0
Energy above the lowest of the compared OMol25 structures with the same formula, charge and spin   35.3 kcal/mol
E_HOMO   -9.192 eV

Atoms and positions in Å:
N (-1.2205, -1.6003, -1.9808)
C (-0.0886, -1.3118, -1.1192)
C (-0.3114, -0.2493, -0.0346)
N (-1.2561, 0.7853, -0.5492)
C (0.9968, 0.3444, 0.4239)
C (1.1509, 0.7982, 1.8605)
O (0.1436, 1.6814, 2.3114)
H (-2.1043, -1.3065, -1.5864)
H (-1.1487, -1.1278, -2.8716)
H (0.2560, -2.2630, -0.7045)
H (0.7430, -0.9512, -1.7280)
H (-0.8748, -0.6750, 0.8042)
H (-0.9953, 1.0089, -1.5086)
H (-1.1071, 1.6565, -0.0346)
H (1.3248, 1.1421, -0.2406)
H (1.8793, -0.2840, 0.1958)
H (1.1556, -0.0825, 2.5219)
H (2.1411, 1.2429, 1.9509)
H (-0.6842, 1.1917, 2.2893)

Cartesian forces (eV/Å) of the 6 atoms listed first:
-0.3 0.0 -0.4
0.1 0.0 -0.1
-1.0 0.4 -0.1
0.5 0.2 -0.1
1.8 0.0 -0.4
0.0 -1.0 0.2

***

(4)
C20H60O10 | ωB97M-V with the def2-TZVPD basis set

Properties
M   460.69 Da
Total energy   -42173.345 eV
Frontier orbital gap   9.946 eV
Net charge   0
Energy above the lowest of the compared OMol25 structures with the same formula, charge and spin   310.2 kcal/mol
E_HOMO   -9.590 eV

Atoms and positions in Å:
C (0.3862, 0.6534, -0.5860)
C (-0.0528, -0.6616, -0.1460)
O (-1.0828, -1.1336, -1.1310)
H (-0.5298, 1.2684, -0.7070)
H (0.5732, 0.9704, -1.6500)
H (1.0092, 1.2744, 0.1230)
H (-0.6008, -0.6366, 0.7870)
H (0.6262, -1.4406, 0.0450)
H (-1.3988, -1.7986, -0.8530)
C (-0.6348, 0.6594, -4.3440)
C (-0.5018, -0.8346, -4.6010)
O (-0.1018, -1.1206, -5.9340)
H (-1.0738, 0.8254, -3.4460)
H (-1.1828, 1.2714, -5.2340)
H (0.3922, 1.0094, -4.3370)
H (-1.2488, -1.4846, -4.2520)
H (0.1532, -1.1706, -3.9580)
H (-0.0198, -2.0586, -6.0220)
C (3.5892, 2.8454, 3.0070)
C (3.9402, 1.3854, 2.9260)
O (3.0202, 0.7714, 2.0330)
H (3.1512, 3.2004, 1.8730)
H (4.6672, 3.3904, 3.3540)
H (2.7142, 2.9904, 3.6080)
H (3.7962, 0.9314, 3.9380)
H (4.9062, 1.0434, 2.4650)
H (3.4842, -0.0896, 1.8600)
C (3.5712, 2.2454, -1.8120)
C (4.7102, 1.4404, -1.2840)
O (5.4572, 1.0124, -2.4470)
H (2.7722, 2.2544, -1.1180)
H (3.0572, 1.7524, -2.4880)
H (4.1032, 3.1984, -2.3500)
H (4.5202, 0.4454, -0.8570)
H (5.1352, 1.9854, -0.5970)
H (5.9842, 1.6944, -3.0150)
C (-2.1398, 1.9304, 3.0610)
C (-0.6088, 2.1484, 2.8290)
O (-0.0098, 0.9464, 2.7290)
H (-2.7318, 2.7144, 2.6600)
H (-2.3618, 1.7564, 3.9600)
H (-2.5658, 1.0804, 2.4910)
H (-0.0028, 2.7724, 3.5490)
H (-0.6428, 2.5064, 1.7990)
H (0.8802, 0.9884, 2.4290)
C (2.1152, -2.1286, 3.0500)
C (3.3832, -2.7646, 2.5890)
O (4.1002, -1.8116, 1.6710)
H (1.4322, -2.9076, 3.1420)
H (1.6072, -1.3886, 2.3490)
H (2.3942, -1.6256, 3.9730)
H (3.2242, -3.6196, 1.9060)
H (3.9342, -3.0896, 3.4330)
H (4.8522, -2.2956, 1.2770)
C (-1.5788, -5.1336, -0.3450)
C (-1.3338, -4.2526, 0.9340)
O (-2.0658, -3.0796, 1.0250)
H (-2.6828, -4.8656, -0.4080)
H (-1.4798, -6.0976, 0.0600)
H (-1.3238, -4.9516, -1.3350)
H (-0.2588, -3.8876, 0.9680)
H (-1.5318, -4.9876, 1.6180)
H (-1.9898, -2.5716, 1.7360)
C (-0.9068, 3.9634, -2.1050)
C (-2.2488, 3.8234, -2.9050)
O (-2.6888, 5.2844, -2.9290)
H (-0.3378, 2.9614, -2.2480)
H (-0.8848, 3.9614, -0.8720)
H (-0.2358, 4.7284, -2.6500)
H (-2.8588, 3.1844, -2.5490)
H (-2.0368, 3.6784, -3.9900)
H (-3.1798, 5.4214, -3.5110)
C (-4.5798, 0.3744, -4.1560)
C (-4.0718, -0.3456, -2.9510)
O (-3.5678, 0.5404, -1.9410)
H (-3.8158, 1.0254, -4.7580)
H (-5.3458, 1.0414, -4.0020)
H (-4.8888, -0.3476, -4.9600)
H (-3.2468, -0.8886, -3.2780)
H (-4.8518, -1.0556, -2.6440)
H (-2.5358, 0.2294, -1.5480)
C (-2.5158, -3.2126, 4.4040)
C (-1.5728, -1.9226, 4.4650)
O (-1.3988, -1.4596, 3.0390)
H (-1.8778, -3.9276, 3.9340)
H (-3.4818, -3.0066, 3.8260)
H (-2.7418, -3.5516, 5.4560)
H (-0.6388, -2.2046, 4.7520)
H (-1.9818, -1.1936, 5.0590)
H (-1.4138, -0.5726, 3.0660)

Cartesian forces (eV/Å) of the 6 atoms listed first:
-0.5 4.1 -0.9
-2.9 -1.3 -0.7
8.1 15.1 -5.6
-0.3 -0.2 1.2
1.3 -1.7 0.6
-0.4 -1.1 -0.8

***

Look up the net charge of the first one.
+2